Entry from OMol25: a structure of composition C29H25CaN5O2PS (ωB97M-V/def2-TZVPD).

Atoms and positions in Å:
Ca (-0.55862, -0.84964, -0.76893)
N (-1.57735, -3.07108, -0.01437)
N (-0.46441, -3.38957, 0.82013)
C (0.85227, -3.17862, 0.28197)
O (1.78326, -3.63945, 0.90455)
O (0.85599, -2.45792, -0.78191)
H (-2.40187, -3.06158, 0.57818)
H (-1.72306, -3.78815, -0.72405)
H (-0.54196, -4.24845, 1.34920)
N (-2.75671, 0.32266, -4.58153)
C (-2.81698, -1.02383, -4.90897)
C (-3.39799, -1.70621, -5.97160)
C (-3.23001, -3.07581, -5.98457)
C (-2.50249, -3.74192, -4.98530)
C (-1.93018, -3.05827, -3.93333)
C (-2.10803, -1.67627, -3.89714)
N (-1.64740, -0.73830, -2.97940)
C (-2.04433, 0.42741, -3.43527)
C (-1.71419, 1.67740, -2.76405)
C (-1.92753, 2.94679, -3.20319)
S (-1.31901, 4.05964, -2.06142)
C (-0.81936, 2.76897, -1.07562)
N (-1.07733, 1.57938, -1.54554)
H (-3.16878, 1.08200, -5.09550)
H (-3.94742, -1.19773, -6.75222)
H (-3.65991, -3.65277, -6.79193)
H (-2.38083, -4.81430, -5.05457)
H (-1.33500, -3.56346, -3.18353)
H (-2.38849, 3.27430, -4.12056)
H (-0.33433, 2.94282, -0.12493)
C (0.82847, 5.24693, 2.47308)
C (-0.24930, 4.48649, 2.91079)
C (-0.27972, 3.12200, 2.67202)
C (0.77342, 2.50069, 1.99800)
C (1.85569, 3.26546, 1.56972)
C (1.87936, 4.63493, 1.80729)
P (0.60215, 0.72911, 1.60981)
C (0.37661, -0.03610, 3.23578)
C (-0.66044, -0.94228, 3.42389)
C (-0.86796, -1.53117, 4.66431)
C (-0.03834, -1.21214, 5.72631)
C (0.99459, -0.29749, 5.55348)
C (1.19740, 0.29090, 4.31786)
C (2.21729, 0.20717, 0.97168)
C (2.49139, 0.58827, -0.34718)
C (3.66168, 0.19379, -0.97359)
C (4.56214, -0.61287, -0.29262)
C (4.28793, -1.01495, 1.00522)
C (3.12497, -0.60525, 1.64078)
H (0.85112, 6.31223, 2.66086)
H (-1.06629, 4.95656, 3.44249)
H (-1.12217, 2.53534, 3.02203)
H (2.68736, 2.79623, 1.06008)
H (2.72853, 5.21940, 1.47799)
H (-1.31690, -1.19993, 2.60133)
H (-1.67756, -2.23625, 4.79933)
H (-0.19705, -1.67026, 6.69359)
H (1.63848, -0.04166, 6.38446)
H (1.99274, 1.01792, 4.19288)
H (1.79057, 1.22146, -0.88995)
H (3.85919, 0.50094, -1.99219)
H (5.47013, -0.94454, -0.77811)
H (4.97696, -1.66780, 1.52366)
H (2.90958, -0.96117, 2.64032)

Its max |F| is 0.5 eV Å⁻¹. As for the spin multiplicity: 1. The net charge is +1. The value obtained for the orbital gap is 0.29933 hartree. For the relative energy (zero: lowest compared OMol25 entry of this formula, charge and spin), the calculation gives 8.2 kcal/mol. The lowest unoccupied orbital energy comes out at -0.1045 hartree.

Quick look at the Löwdin charges, all values in e: Ca 1.34; N -0.06; N -0.03; C -0.76; O 0.06; O -0.26; H 0.09; H 0.09; H 0.13; N 0.19; C -0.17; C 0.00; C -0.07; C -0.07; C -0.01; C -0.22; N 0.06; C -0.28; C -0.32; C -0.32; S 1.11; C -0.44; N -0.05; H 0.17; H 0.12; H 0.11; H 0.11; H 0.11; H 0.08; H 0.05; C -0.07; C -0.07; C -0.11; C -0.40; C -0.09; C -0.07; P 1.04; C -0.39; C -0.11; C -0.07; C -0.07; C -0.06; C -0.09; C -0.40; C -0.15; C -0.07; C -0.06; C -0.05; C -0.06; H 0.11; H 0.11; H 0.11; H 0.10; H 0.11; H 0.08; H 0.11; H 0.11; H 0.11; H 0.12; H 0.09; H 0.11; H 0.11; H 0.12; H 0.11